{
  "formula": "C27H32AlFN2",
  "method": "ωB97M-V/def2-TZVPD",
  "multiplicity": 1,
  "e_homo_ha": 0.02778,
  "orbital_gap_ev": 4.0,
  "lumo_ha": 0.1765,
  "relative_energy_ev": 0.000,
  "charge": -2,
  "max_force_ha_per_bohr": 0.057,
  "elements": ["Al", "C", "C", "C", "C", "C", "C", "C", "C", "C", "C", "C", "C", "N", "C", "C", "C", "C", "C", "C", "F", "H", "H", "H", "H", "H", "H", "H", "H", "H", "H", "H", "H", "H", "H", "H", "H", "H", "H", "H", "H", "H", "C", "H", "H", "C", "C", "C", "C", "C", "C", "C", "C", "N", "H", "H", "H", "H", "H", "H", "H", "H", "H"],
  "xyz": [[1.01414, 0.02849, -1.65524], [-2.12664, -0.77285, 2.54762], [-1.16849, -1.05482, 1.38069], [-1.40612, -2.43951, 0.63811], [0.29527, -0.97988, 1.77684], [0.75078, -1.78983, 2.81455], [2.05965, -1.82323, 3.15333], [2.98094, -0.98307, 2.55549], [2.54857, -0.10071, 1.57114], [3.57988, 0.85537, 0.96437], [3.62054, 2.09631, 1.76367], [4.91230, 0.10608, 0.74923], [1.19982, -0.14428, 1.15535], [0.74401, 0.75753, 0.12277], [0.18399, 1.91258, 0.59571], [-0.14315, 2.17634, 1.92431], [-0.86968, 3.29315, 2.30145], [-1.13712, 4.34091, 1.42829], [-0.76939, 4.13481, 0.14546], [-0.15934, 2.97615, -0.26568], [0.03749, 2.78433, -1.59173], [-3.17648, -0.60875, 2.27453], [-1.86908, 0.19277, 3.01674], [-2.00707, -1.48493, 3.35178], [-1.34773, -0.33918, 0.55789], [-1.70952, -3.24753, 1.36012], [-0.47106, -2.74419, 0.20230], [-2.16190, -2.39268, -0.13030], [0.03873, -2.48143, 3.29084], [2.43268, -2.47788, 3.91669], [3.99044, -1.05655, 2.92213], [3.13903, 1.11359, -0.05243], [4.05994, 2.03579, 2.76563], [2.64544, 2.50649, 1.85815], [4.20641, 2.82057, 1.13552], [5.45364, -0.14085, 1.70233], [5.58441, 0.73862, 0.18094], [4.77170, -0.79645, 0.18051], [0.05908, 1.34141, 2.61165], [-1.18790, 3.42977, 3.34254], [-1.78997, 5.15248, 1.73194], [-1.01615, 4.86737, -0.64576], [2.63279, 0.28220, -2.46018], [3.07215, 1.25186, -2.30014], [2.96768, -0.11824, -3.42358], [-0.86722, -3.41442, -2.97037], [-2.00287, -2.47991, -2.92095], [-3.30650, -2.74838, -3.30175], [-4.34095, -1.81816, -3.33708], [-4.04958, -0.48871, -2.97428], [-2.75638, -0.17142, -2.62299], [-2.51914, 1.27794, -2.35781], [-1.65896, -1.09548, -2.57580], [-0.42295, -0.77936, -2.27235], [-0.31696, -3.37119, -2.07874], [-0.17118, -3.11926, -3.80258], [-1.17075, -4.43368, -3.25215], [-3.45459, -3.80277, -3.55503], [-5.35388, -2.12085, -3.65510], [-4.78110, 0.29140, -2.91982], [-3.42227, 1.92165, -2.48187], [-1.74412, 1.66336, -3.02198], [-2.12532, 1.47115, -1.36491]],
  "forces_ev_per_angstrom": [[-1.264, -0.084, -1.046], [0.399, 1.188, 0.069], [-0.445, -0.628, -1.521], [-0.240, -0.037, 1.933], [-0.740, -0.385, 0.636], [-1.563, -0.824, -0.259], [1.131, 0.022, 0.599], [-0.852, 0.054, -0.078], [0.852, -0.278, -0.070], [-1.420, -2.022, -1.454], [1.703, 1.657, -0.543], [0.294, 0.852, 0.915], [0.240, 1.179, -0.582], [0.555, 0.055, 0.813], [0.190, 0.031, -1.110], [-0.374, -0.896, 0.895], [0.276, 0.640, 1.135], [-0.804, -0.568, 1.693], [0.138, 0.651, -2.875], [-0.036, -0.445, -0.255], [0.284, 0.260, 0.113], [0.177, -0.646, -0.227], [0.164, -0.183, -0.222], [-0.293, -0.551, 0.120], [0.165, 0.020, 0.580], [0.256, 0.627, -0.387], [0.275, -0.120, -0.406], [-0.215, 0.230, -0.263], [0.329, 0.349, -0.150], [-0.080, -0.415, 0.396], [0.298, 0.291, -0.261], [0.869, -0.364, 1.014], [0.102, -0.244, -0.104], [-0.963, 0.398, 0.144], [-0.257, -0.185, 0.854], [-0.558, 0.226, -0.616], [0.207, 0.198, -0.217], [-0.244, -0.326, -0.228], [-0.152, 0.777, 0.009], [0.167, -0.346, -0.279], [0.314, 0.126, -0.056], [0.184, -0.464, 0.434], [0.372, -0.211, -0.206], [0.591, 0.551, 0.256], [-0.209, -0.085, 0.188], [-0.189, -0.605, -2.476], [-0.851, 2.026, -0.072], [0.772, -1.077, 0.102], [-1.062, 0.226, -0.152], [0.787, -1.859, -0.113], [-0.659, 1.136, 0.059], [0.234, 0.738, 0.002], [0.609, -0.876, 0.095], [-0.049, 0.390, 0.547], [0.933, -0.156, 1.252], [-0.305, 0.057, 0.786], [-0.130, -0.007, 0.438], [-0.498, 0.152, -0.158], [0.535, 0.140, 0.229], [-0.530, 0.211, -0.202], [0.410, -0.603, 0.018], [0.087, 0.066, -0.114], [0.083, -0.038, 0.377]],
  "nbo_charge": [1.72, -0.60, -0.29, -0.59, 0.08, -0.25, -0.23, -0.23, 0.02, -0.29, -0.59, -0.60, 0.11, -0.82, 0.14, -0.26, -0.23, -0.29, -0.28, 0.34, -0.32, 0.21, 0.20, 0.18, 0.26, 0.17, 0.22, 0.24, 0.19, 0.18, 0.20, 0.29, 0.18, 0.22, 0.19, 0.17, 0.20, 0.24, 0.21, 0.19, 0.19, 0.21, -1.67, 0.18, 0.19, -0.61, -0.15, -0.22, -0.38, -0.21, -0.15, -0.61, 0.32, -1.25, 0.22, 0.21, 0.17, 0.17, 0.17, 0.17, 0.17, 0.22, 0.20]
}

***

{
  "formula": "C3H8N2S2",
  "method": "ωB97M-V/def2-TZVPD",
  "multiplicity": 1,
  "e_homo_ha": -0.30884,
  "orbital_gap_ev": 9.0,
  "lumo_ha": 0.0212,
  "relative_energy_ev": 2.826,
  "max_force_ha_per_bohr": 0.097,
  "elements": ["C", "N", "C", "N", "C", "S", "S", "H", "H", "H", "H", "H", "H", "H", "H"],
  "xyz": [[1.15056, -0.30235, 1.22167], [0.44025, 0.09753, 0.04665], [1.28163, 0.29830, -1.08131], [-0.71598, -0.66201, -0.25626], [-1.88091, -0.15012, -0.06407], [-3.24680, -0.99914, 0.16414], [-1.99830, 1.72208, -0.27610], [0.36011, -0.52901, 1.84382], [1.94686, -1.19263, 1.04600], [1.94988, 0.47103, 1.42081], [1.09823, -0.28278, -1.94316], [1.35755, 1.35594, -1.41999], [2.29127, -0.10554, -0.81115], [-0.73802, -1.72037, -0.13645], [-3.29636, 1.99906, 0.24541]],
  "forces_ev_per_angstrom": [[3.788, -0.752, -2.070], [-0.695, -0.104, -1.302], [2.515, 0.727, -0.204], [2.990, -2.183, 0.668], [-3.763, 3.270, 0.081], [-0.459, -0.588, 0.141], [-0.491, -0.785, 0.833], [-0.694, -0.370, 2.630], [-2.158, 0.960, 0.216], [-1.654, -0.238, 0.634], [-1.094, -0.746, -0.919], [-0.013, -0.584, 0.450], [-0.353, 0.808, -0.191], [0.478, 1.607, -0.271], [1.603, -1.023, -0.694]],
  "nbo_charge": [-0.41, -0.28, -0.43, -0.47, -0.01, -0.14, -0.05, 0.22, 0.15, 0.23, 0.21, 0.21, 0.19, 0.40, 0.17]
}